ORCA calculation (ωB97M-V/def2-TZVPD) on C4H7MgNaO2 as an isolated structure.

Each line ends with the Mulliken charge.
Geometry (Å):
H -0.8559 -1.0870 1.8602  0.06
C -3.6336 -1.0686 -1.1872  -0.22
C -2.2221 -1.0639 -0.7051  -0.13
C -2.0232 -1.9832 -1.8405  -0.37
C -2.2099 -3.4617 -1.7555  -0.37
O -2.6778 -3.8942 -0.5445  -0.66
O -4.5641 -1.7092 -0.6026  -0.70
Na -7.0690 -1.7541 0.0504  0.95
Mg -4.3521 -3.5810 0.2561  1.07
H -3.9099 -0.3731 -1.9909  0.39
H -1.7056 -0.0640 -0.8304  0.30
H -2.1424 -1.4274 0.3229  -0.22
H -1.7263 -1.5700 -2.8071  0.38
H -1.1967 -3.8770 -1.9719  0.29
H -2.8480 -3.7771 -2.6105  0.22

## Properties
Spin multiplicity: 2
Charge: +1
Energy above the lowest of the compared OMol25 structures with the same formula, charge and spin, kcal/mol: 76.4
Gap between HOMO and LUMO (alpha / beta), eV: 2.38 / 2.39
Electronic energy, eV: -18205.7504